1.
53
Properties=species:S:1:pos:R:3 method="wB97M-V/def2-TZVPD" gap_ev="2.5379 / 5.7026" s2=6.1189 charge=-2 e_lumo_ev="4.6 / 4.2" homo_ev="2.06 / -1.54" multiplicity=5
H 0.84922 -1.74012 5.25945
C 0.70675 -0.00509 -2.45459
C -0.47983 -0.39275 -1.93148
C -1.27428 5.13231 1.45218
H 1.14787 -3.97856 -3.70710
C -1.44484 -0.82282 2.93243
O 5.05067 -4.05935 -3.28457
C -0.24010 3.10863 0.64192
C -2.31257 -0.45867 5.15581
C 4.05982 -1.00157 -2.45252
C -0.72109 3.87769 1.70628
H -1.51716 -1.50302 -3.44196
C -1.12098 -0.94309 5.70366
H -3.41188 -0.04656 3.33268
S -1.68543 -0.93406 1.16338
C -1.34136 5.61679 0.14473
O 2.98343 -3.05899 -0.11190
C 2.81245 -2.73777 -1.21825
H -0.67932 3.48644 2.72042
O -0.86944 -2.06578 0.77446
H -1.00142 -1.02038 6.78758
H -0.86374 -3.75304 -2.66358
C 4.04989 -3.47476 -3.40676
C 0.95727 -2.95025 -3.34723
Fe 2.90554 -2.27390 -2.90217
C -0.81131 4.86569 -0.90778
H -2.00313 -1.86520 -1.77591
C -0.08761 -1.35479 4.85477
H 1.55098 -1.98675 -5.22942
H 0.55069 -1.62042 2.80893
O 1.43444 1.09917 0.20460
O 4.82170 -0.29547 -1.93475
H -0.83158 5.25199 -1.92590
H -1.79479 6.58746 -0.05048
C -0.24849 -1.29700 3.47221
H 0.18031 3.01877 -1.47167
C 1.50693 -0.57765 -3.52621
C 1.32816 -1.83888 -4.16031
S 0.23483 1.40001 0.95380
H -3.12759 -0.14291 5.80896
C -1.13678 -1.63174 -2.41220
C -0.24625 3.61149 -0.66294
C -1.12894 0.51995 0.27429
H -1.65042 5.72122 2.28714
O 0.25739 1.32551 2.39813
C -0.21270 -2.89868 -2.40152
H 2.17970 0.13606 -4.02179
H -1.01405 0.27252 -1.09250
H 1.17008 0.91806 -2.07753
H -1.97767 1.20770 0.38537
C -2.48339 -0.40774 3.77012
O -3.11961 -0.93266 0.94410
H 0.09968 -3.08705 -1.36435



2.
21
Properties=species:S:1:pos:R:3 method="wB97M-V/def2-TZVPD" gap_ev=10.3473 charge=+2 e_lumo_ev=-9.7 homo_ev=-20.04
C 2.26270 -1.41735 0.61064
H 2.89786 -0.86644 -1.85630
Mg -0.26533 0.55224 0.40094
C 1.95398 -0.16220 -0.10460
H 1.50892 0.18781 -2.20326
H -2.32980 1.97935 -3.37524
C -0.99119 -0.71097 -1.90486
H -0.04308 -1.01311 -1.39408
O -1.14836 1.51350 -1.04914
H 2.75278 -1.21425 1.57735
C -1.13447 0.75508 -2.08827
C 2.35286 0.02422 -1.50864
H 3.04035 0.87932 -1.61106
H 2.94407 -2.04029 0.01088
O 1.59000 0.87338 0.62038
H -0.59718 1.91267 -3.78588
C -1.44788 1.32492 -3.41364
H -1.83437 -1.12331 -1.31977
H -0.99806 -1.18462 -2.89351
H 1.35195 -2.00934 0.80624
H -1.62932 0.51480 -4.13248



3.
60
Properties=species:S:1:pos:R:3 method="wB97M-V/def2-TZVPD" gap_ev=7.4350 charge=-1 e_lumo_ev=1.5 homo_ev=-5.97
F 3.36481 1.83688 -2.66133
H -6.09546 0.02879 2.57615
H 4.01930 -0.84114 -2.05056
F 2.42453 0.89807 -4.34756
N -4.44878 1.29967 2.17835
C 1.07711 -2.23368 -2.04936
F 7.98362 -1.18784 -4.10389
C 5.17364 -0.03824 -3.68471
H -4.56837 2.72489 0.66944
H -4.35450 2.32136 5.87345
H -1.26468 2.49004 3.22313
C -5.54140 0.43588 1.72570
C -3.42545 2.72754 5.48351
F 2.19860 -0.91615 -0.49826
H -1.94788 -2.28646 2.70642
H -0.56622 -0.55191 2.24742
H -3.61388 -1.94832 2.22069
S -0.02881 -2.44338 -3.58589
H 5.26596 -2.84724 -1.95681
H -3.64554 1.27852 0.23349
C -2.82959 -1.69120 2.94670
H -6.25385 0.99475 1.11381
H -5.17130 -0.41154 1.12929
O 5.93476 -2.73531 -2.64090
C -3.86033 1.98003 1.04949
C 1.21166 -0.81414 -1.41130
F 0.41292 0.87102 -2.95244
H -2.60252 2.37391 6.11602
F -1.06546 -1.39225 -3.04942
C 3.81006 -0.42472 -3.02887
C -2.09187 3.11833 3.55287
Nb 6.86499 -0.91207 -2.48265
N -2.52237 -0.26542 2.93364
H -3.16467 -2.00711 3.93612
H 5.94295 -0.60225 -0.94214
F 0.82269 -1.37338 -4.36888
H -3.48973 3.81362 5.58156
C -1.45609 0.03474 2.00170
F 1.50065 1.44220 -1.22575
H -1.66711 3.77236 4.31432
H 7.54410 0.74572 -2.22802
F 0.51594 -2.98842 -1.07726
O -3.64225 0.19582 5.05686
H 5.22202 -0.52044 -4.66216
F -0.92135 -2.61397 -4.88142
H -2.39619 3.79331 2.74716
N -3.22936 2.36454 4.07789
F 0.10013 -0.60952 -0.67136
H -2.93940 2.50759 1.26496
H -1.72962 -0.21016 0.96646
H 3.42560 -1.23662 -3.64794
F 2.23481 -2.84764 -2.27084
Br 8.74618 -1.93790 -0.93485
C 2.78335 0.67636 -3.05254
H 5.25942 1.03146 -3.86330
P -3.71535 0.75066 3.65156
H -1.13493 1.07163 2.02189
F 0.93789 -3.57024 -4.15698
C 1.46627 0.49514 -2.19930
F -0.85966 -3.61615 -2.91336